Record 1
44
Properties=species:S:1:pos:R:3:forces:R:3:nbo_charge:R:1 method="wB97M-V/def2-TZVPD" homo_energy_ev=-9.28 e_above_lowest_kcal_mol=34.6 smiles="CN(C)C=O.CN(C)C=O.CN(C)C=O.BrCCBr" max_force_ev_per_a=4.4 lumo_ev=0.396 homo_lumo_gap_ev=9.6761
C -1.55479 2.54003 -2.73271 1.0 0.5 0.7 -0.3995
N -2.76427 2.79757 -3.44895 -0.7 1.8 3.0 -0.4203
C -3.82240 3.56742 -2.74926 -1.3 -0.2 -0.3 -0.4443
C -2.95172 2.22658 -4.61162 -1.8 -1.2 -2.1 0.5321
O -4.00581 2.20056 -5.24904 1.1 0.3 0.5 -0.6308
H -0.80842 2.16284 -3.43182 0.1 0.1 0.2 0.2109
H -1.61947 1.86693 -1.87781 -0.5 -0.6 -0.2 0.1951
H -1.19193 3.44180 -2.23952 0.2 0.3 -0.5 0.1981
H -4.81315 3.23002 -3.05367 0.2 -0.4 -0.4 0.2345
H -3.89797 3.51050 -1.66338 1.0 -0.7 0.1 0.2084
H -3.91416 4.64064 -2.91622 0.9 0.1 -0.6 0.2083
H -2.04275 1.69575 -4.93443 -0.1 0.0 -0.3 0.1070
C 7.37166 0.50717 6.14969 -0.5 -0.7 -0.7 -0.4150
N 7.09707 -0.45297 5.04836 0.2 0.5 -1.1 -0.4250
C 8.18620 -1.18254 4.47138 1.8 -0.2 1.5 -0.4235
C 5.87879 -0.60501 4.51352 -1.8 -1.1 -0.2 0.5276
O 5.49668 -1.38891 3.62656 1.3 1.4 1.3 -0.6321
H 6.75130 1.39302 6.01350 -0.4 -0.3 0.3 0.2176
H 8.38204 0.91566 6.16876 0.2 -0.5 -0.4 0.2143
H 7.19065 -0.04077 7.07440 0.0 0.5 0.3 0.2059
H 8.63091 -1.72239 5.30737 0.1 -0.7 0.1 0.1879
H 7.98901 -1.90588 3.68018 -0.5 0.6 0.0 0.2520
H 9.00326 -0.48819 4.27544 -0.1 0.1 -0.9 0.1922
H 5.15052 -0.02218 5.09844 -0.2 0.3 -0.3 0.0983
C -7.26993 -0.74922 -0.80945 -0.1 0.1 0.3 -0.4094
N -5.85590 -1.10630 -0.82948 -0.5 0.8 1.1 -0.4244
C -5.14649 -1.36551 0.49651 -0.7 0.4 -1.7 -0.4143
C -5.36728 -1.53667 -2.00163 3.1 -2.9 0.6 0.5107
O -4.32770 -2.24883 -2.03798 -2.0 1.9 -0.6 -0.6461
H -7.85034 -1.52092 -0.30381 0.0 0.0 0.3 0.1910
H -7.69432 -0.69599 -1.81203 0.4 0.0 -0.1 0.2132
H -7.47377 0.21234 -0.33834 0.2 0.0 0.2 0.1968
H -5.09241 -0.46297 1.10526 -0.4 0.2 -0.2 0.1991
H -5.72383 -2.12191 1.02816 0.3 -0.1 0.1 0.1996
H -4.11430 -1.64718 0.28828 -0.3 -0.4 -0.1 0.2476
H -5.96889 -1.34069 -2.90266 0.1 0.2 0.2 0.1362
Br 1.80373 -4.02861 -2.50300 0.0 1.3 0.4 -0.0240
C 1.59305 -2.10760 -1.94228 -0.1 0.4 0.0 -0.4224
C 2.95339 -1.46356 -1.66815 -0.3 -0.3 0.0 -0.4063
Br 2.75447 0.41829 -0.91631 0.1 -1.4 -0.7 -0.0461
H 0.93032 -2.03548 -1.07991 0.2 -0.5 0.0 0.2271
H 1.08039 -1.59568 -2.75667 0.2 -0.3 -0.1 0.2208
H 3.51434 -1.45028 -2.60263 0.1 0.5 0.2 0.2218
H 3.51402 -2.04101 -0.93308 -0.1 0.3 0.1 0.2296

---

Record 2
104
Properties=species:S:1:pos:R:3:forces:R:3:mulliken_charge:R:1 method="wB97M-V/def2-TZVPD" homo_energy_ev=-4.18 e_above_lowest_kcal_mol=0.0 max_force_ev_per_a=0.2 charge=-1 lumo_ev=2.220 homo_lumo_gap_ev=6.4036
K -0.18849 0.54416 0.16069 0.0 0.1 -0.1 1.3745
C 1.09495 -2.60625 -0.06579 0.0 0.1 0.0 -0.4244
C 1.87796 -2.06986 -1.08123 0.0 0.0 0.0 -0.2316
C 1.78569 -2.58432 -2.36761 0.0 0.0 0.0 -0.4708
C 0.90685 -3.62461 -2.63714 0.0 0.0 0.0 -0.4421
C 0.11315 -4.14728 -1.62397 0.0 0.0 0.0 -0.6006
C 0.20642 -3.63821 -0.33590 0.0 0.0 0.0 -0.0474
H 1.17316 -2.22539 0.94457 0.0 0.0 0.0 0.4622
H 2.55057 -1.24798 -0.86718 0.0 0.0 0.0 0.2991
H 2.38886 -2.16212 -3.16192 0.0 0.0 0.0 0.3855
H 0.83142 -4.02118 -3.64274 0.0 0.0 0.0 0.3433
H -0.58224 -4.94879 -1.83904 0.0 0.0 0.0 0.3890
H -0.40480 -4.04202 0.46276 0.0 0.0 0.0 0.3999
Cl 2.23557 3.82403 -3.50695 0.0 0.0 0.0 -0.2664
C 3.07046 3.20417 -2.10650 0.0 0.0 0.0 0.6180
C 4.37127 3.64165 -1.86663 0.0 0.0 0.0 -0.7204
C 5.07753 3.18832 -0.78696 0.0 0.0 0.0 0.8176
Cl 6.71138 3.76182 -0.52626 0.0 0.0 0.0 -0.3126
C 4.49582 2.26430 0.10934 0.0 0.0 0.0 0.1281
C 5.15417 1.74941 1.24891 0.0 0.0 0.0 -0.8865
C 4.51246 0.86121 2.06269 0.0 0.0 0.0 -1.1923
C 3.19788 0.48176 1.73952 0.0 0.0 0.0 -0.7414
N 2.55389 0.94067 0.69458 0.0 0.0 0.0 0.6519
C 3.16932 1.82176 -0.13413 0.0 0.0 0.0 -0.1213
C 2.38441 2.28616 -1.28576 0.0 0.0 0.0 -0.7673
O 1.20797 1.88631 -1.49201 0.0 0.0 0.0 -0.4906
H 4.82210 4.34945 -2.54947 0.0 0.0 0.0 0.4288
H 6.16534 2.06980 1.46135 0.0 0.0 0.0 0.3804
H 4.99060 0.45403 2.94379 0.0 0.0 0.0 0.4795
H 2.66039 -0.21966 2.37250 0.0 0.0 0.0 0.8533
Cl -2.39407 1.99814 1.83190 0.0 -0.1 0.0 -0.1622
C -1.33368 1.41879 3.23975 -0.1 0.0 0.1 -1.3476
H -1.94317 1.61318 4.12806 0.0 0.0 0.0 0.5826
H -0.52496 2.15313 3.26055 0.0 0.0 -0.1 0.4827
C 1.60082 0.59174 7.20262 0.0 0.0 0.0 -0.5152
C 1.90696 1.22794 6.00758 0.0 0.0 0.0 -0.9097
C 1.28618 0.83297 4.83009 0.0 0.0 0.0 0.0386
C 0.36528 -0.21161 4.82771 0.0 0.0 0.0 0.2103
C 0.06957 -0.84541 6.03021 0.0 0.0 0.0 -0.3744
C 0.67590 -0.44333 7.21252 0.0 0.0 0.0 -0.6740
As -0.43834 -0.81355 3.14371 -0.1 0.2 0.0 1.4920
C -2.21852 -1.55366 3.54077 0.0 -0.1 0.0 0.4490
C -3.42209 -0.85760 3.55776 0.0 0.0 0.0 -0.4700
C -4.62440 -1.52706 3.74567 0.0 0.0 0.0 -0.8166
C -4.63730 -2.90458 3.92417 0.0 0.0 0.0 -0.8837
C -3.44616 -3.61196 3.90712 0.0 0.0 0.0 -0.7235
C -2.23629 -2.94828 3.71268 0.0 0.0 0.0 0.6165
C -0.92112 -3.61971 3.65567 0.0 0.0 0.0 0.0809
C -0.70741 -4.99651 3.72475 0.0 0.0 0.0 -0.2338
C 0.58625 -5.49086 3.67091 0.0 0.0 0.0 -0.9081
C 1.66395 -4.61721 3.54767 0.0 0.0 0.0 -0.6443
C 1.43975 -3.25021 3.46473 0.0 0.0 0.0 -0.5768
C 0.14829 -2.73682 3.51824 0.1 -0.1 0.0 -0.3576
H 2.08010 0.90224 8.12309 0.0 0.0 0.0 0.3576
H 2.62964 2.03494 5.99035 0.0 0.0 0.0 0.4198
H 1.52526 1.33938 3.90265 0.0 0.0 0.0 0.3694
H -0.63733 -1.66793 6.03660 0.0 0.0 0.0 0.2339
H 0.43107 -0.94277 8.14230 0.0 0.0 0.0 0.3945
H -3.43071 0.21115 3.40908 0.0 0.0 0.0 0.1256
H -5.55300 -0.96929 3.75086 0.0 0.0 0.0 0.4344
H -5.57493 -3.42562 4.07590 0.0 0.0 0.0 0.3564
H -3.45878 -4.68632 4.04610 0.0 0.0 0.0 0.3703
H -1.53841 -5.68653 3.81874 0.0 0.0 0.0 0.3571
H 0.75888 -6.55898 3.72414 0.0 0.0 0.0 0.3612
H 2.67373 -5.00907 3.50986 0.0 0.0 0.0 0.4239
H 2.28831 -2.57841 3.35603 0.0 0.0 0.0 0.2589
C -5.30917 0.25792 -3.13434 0.0 0.0 0.0 -1.7154
C -4.38269 1.20704 -2.37437 0.0 0.0 0.0 1.7247
C -4.93794 1.38915 -0.95549 0.0 0.0 0.0 -1.6179
C -4.37160 2.58094 -3.05038 0.0 0.0 0.0 -2.0782
P -2.60419 0.61317 -2.15119 0.0 0.0 0.0 0.2086
C -2.91044 -1.13444 -1.64649 0.0 0.0 0.0 0.9591
C -3.01781 -1.34947 -0.26903 0.0 0.0 0.0 -0.7642
C -3.31570 -2.60429 0.24876 0.0 0.0 0.0 -0.1661
C -3.49146 -3.67923 -0.60683 0.0 0.0 0.0 -0.6748
C -3.37267 -3.49032 -1.97737 0.0 0.0 0.0 -0.8433
C -3.08927 -2.23399 -2.48925 0.0 0.0 0.0 -0.0691
C -1.71722 0.57953 -3.81019 0.0 0.0 0.0 2.6292
C -1.14011 1.99260 -4.00916 0.0 0.0 0.0 -1.9670
C -2.49219 0.18975 -5.07035 0.0 0.0 0.0 -2.0391
C -0.51520 -0.35555 -3.62312 0.0 0.0 0.0 -1.8974
H -6.31227 0.69570 -3.17968 0.0 0.0 0.0 0.5500
H -5.38985 -0.70528 -2.62911 0.0 0.0 0.0 0.2516
H -4.97857 0.07983 -4.15661 0.0 0.0 0.0 0.2494
H -5.95262 1.79525 -1.01868 0.0 0.0 0.0 0.5308
H -4.32647 2.07645 -0.36921 0.0 0.0 0.0 0.2574
H -4.99185 0.44250 -0.41580 0.0 0.0 0.0 0.2926
H -5.37478 3.01479 -2.99387 0.0 0.0 0.0 0.5500
H -4.09592 2.52154 -4.10301 0.0 0.0 0.0 0.3287
H -3.68116 3.26477 -2.55223 0.0 0.0 0.0 0.3945
H -2.90113 -0.51726 0.42044 0.0 0.0 0.0 0.7709
H -3.40270 -2.73150 1.31984 0.0 0.0 0.0 0.0297
H -3.71407 -4.66114 -0.20666 0.0 0.0 0.0 0.3904
H -3.50262 -4.32634 -2.65470 0.0 0.0 0.0 0.4215
H -3.01168 -2.11569 -3.56032 0.0 0.0 0.0 -0.0010
H -1.91734 2.74388 -4.15008 0.0 0.0 0.0 0.2764
H -0.51325 1.99104 -4.90677 0.0 0.0 0.0 0.5505
H -0.50618 2.28272 -3.16981 0.0 0.0 0.0 0.2542
H -3.28746 0.90082 -5.29507 0.0 0.0 0.0 0.3444
H -2.93487 -0.80436 -5.02170 0.0 0.0 0.0 0.2465
H -1.80071 0.19938 -5.91922 0.0 0.0 0.0 0.5403
H 0.12133 -0.01129 -2.80391 0.0 0.0 0.0 0.1463
H 0.09942 -0.32478 -4.52885 0.0 0.0 0.0 0.6373
H -0.79670 -1.39139 -3.43924 0.0 0.0 0.0 0.1850

---

Record 3
56
Properties=species:S:1:pos:R:3:forces:R:3:nbo_charge:R:1 method="wB97M-V/def2-TZVPD" homo_energy_ev="-7.14 / -7.38" multiplicity=2 max_force_ev_per_a=0.6 s2=0.77 lumo_ev="-0.369 / -0.165" homo_lumo_gap_ev="6.7736 / 7.2170"
Cr 0.18726 -0.66297 -0.60980 -0.5 0.3 0.2 1.1566
C 1.71340 2.68066 -1.81869 0.0 0.1 -0.1 -0.3929
C 0.59947 2.63767 -0.77163 0.0 0.0 0.1 -0.3991
C -0.74774 2.15169 -1.31307 -0.1 0.0 0.0 -0.2405
N -1.10429 0.78680 -0.92793 0.3 -0.2 0.1 -0.5672
C -2.40617 0.45869 -0.97195 -0.1 0.0 0.0 0.3098
C -3.38475 1.26333 -1.56250 0.1 0.0 0.1 -0.3362
C -4.77694 1.16551 -1.54822 -0.1 0.0 0.0 -0.1282
C -5.60958 0.27978 -0.90767 0.1 0.1 0.0 -0.2817
C -5.19417 -0.80757 -0.13255 -0.1 -0.1 0.0 -0.1306
C -3.93870 -1.30363 0.09461 0.0 0.0 0.0 -0.2998
C -2.67079 -0.87549 -0.39421 0.0 0.1 -0.1 0.2366
N -1.57728 -1.57211 -0.28341 0.2 0.1 0.0 -0.4988
C -1.49485 -2.84778 0.38672 0.0 -0.1 -0.1 -0.2377
C -1.19758 -2.64554 1.88253 0.0 -0.1 0.1 -0.4064
C -0.60669 -1.27397 2.21511 0.0 0.1 0.1 -0.2200
N 0.48883 -0.88684 1.33393 0.0 -0.1 -0.5 -0.5922
C 1.67042 -0.46569 1.81087 0.0 0.0 0.1 0.3080
C 1.92238 -0.19964 3.15677 0.0 0.0 0.0 -0.3195
C 3.10299 0.08504 3.84831 0.0 0.0 0.0 -0.1306
C 4.40203 0.14019 3.41046 0.0 0.0 -0.1 -0.2767
C 4.81186 -0.02204 2.08355 0.0 0.0 0.1 -0.1421
C 4.06211 -0.14482 0.94530 -0.1 0.0 -0.1 -0.2804
C 2.65175 -0.16805 0.73743 0.1 0.0 0.1 0.2266
N 2.10305 -0.01930 -0.44096 -0.2 0.0 -0.1 -0.5518
C 2.86851 0.41016 -1.60268 0.1 0.0 0.0 -0.2285
C 2.06615 1.35531 -2.48516 0.0 0.0 -0.1 -0.4124
H 2.61475 3.11988 -1.37801 0.0 0.0 0.0 0.2011
H 1.39866 3.38159 -2.59898 0.0 0.0 0.0 0.2020
H 0.46179 3.65425 -0.39428 0.0 0.0 0.0 0.2094
H 0.87855 2.03736 0.09459 0.0 0.0 0.0 0.2144
H -0.76438 2.25140 -2.40759 0.0 0.0 0.0 0.1873
H -1.53068 2.81813 -0.93853 0.0 0.0 0.0 0.1986
H -3.00821 2.10053 -2.13156 0.0 0.0 0.0 0.2175
H -5.27493 1.94552 -2.11552 0.0 0.0 0.0 0.2096
H -6.67510 0.44233 -1.00008 0.0 0.0 0.0 0.2125
H -5.99007 -1.36673 0.34960 0.0 0.0 0.0 0.2099
H -3.90147 -2.18171 0.72650 0.0 0.0 0.0 0.2115
H -0.67308 -3.39274 -0.08168 0.0 0.0 0.0 0.2080
H -2.38755 -3.45990 0.23534 0.0 0.0 0.0 0.2017
H -0.51785 -3.42973 2.22268 0.0 0.0 0.0 0.2116
H -2.11133 -2.75163 2.47386 0.0 0.0 0.0 0.2073
H -0.29568 -1.31097 3.25758 0.0 0.0 0.0 0.1979
H -1.38786 -0.50957 2.14901 0.0 0.0 0.0 0.1972
H 1.05332 -0.21357 3.79793 0.0 0.0 0.0 0.2104
H 2.95481 0.24986 4.91045 0.0 0.0 0.0 0.2092
H 5.17326 0.31132 4.14986 0.0 0.0 0.0 0.2147
H 5.88424 -0.02333 1.91791 0.0 0.0 0.0 0.2122
H 4.63831 -0.23808 0.03484 0.0 0.0 0.0 0.2180
H 3.16818 -0.46997 -2.18134 0.0 0.0 0.0 0.2110
H 3.78105 0.92771 -1.29309 0.0 0.0 0.0 0.1874
H 1.16775 0.85467 -2.85185 0.0 0.0 0.0 0.2196
H 2.67397 1.55609 -3.37209 0.0 0.0 0.0 0.2147
O 0.17049 -2.74442 -3.91187 0.0 0.0 0.1 -0.3265
N 0.09005 -1.62395 -3.53566 -0.2 0.0 0.2 0.3686
O 0.46834 -1.45375 -2.26315 0.4 -0.1 0.1 -0.6009